The following is a DFT calculation (ωB97M-V/def2-TZVPD) of C5H14N2O as an isolated structure in a non-equilibrium geometry.

Calculated values
relative energy (zero: lowest compared OMol25 entry of this formula, charge and spin): 175.2 kcal/mol
HOMO (alpha / beta): -7.05 / -7.05 eV
molar mass: 118.18 g mol⁻¹
Kohn-Sham gap (alpha / beta): 7.87 / 7.87 eV
total charge: 0
maximum force: 3.31 eV Å⁻¹
E_LUMO (alpha / beta): 0.82 / 0.82 eV

Cartesian coordinates (Å):
C1 0.8823 0.5690 -0.3492
C2 1.2183 1.5310 0.7676
C3 1.8254 -0.6139 -0.4706
C4 -1.0794 0.2282 -0.5087
N1 -1.8597 1.1612 0.1111
C5 -1.3533 -0.4166 -1.6491
H1 0.8701 1.1041 -1.2995
H2 -1.7354 1.3007 1.1017
H3 -2.3308 1.8570 -0.4500
H4 2.8336 -0.2684 -0.7280
H5 1.5439 1.0094 1.6704
H6 2.0239 2.2079 0.4619
H7 0.3901 2.1776 1.0655
H8 1.4944 -1.3237 -1.2306
H9 1.8961 -1.1396 0.4839
H10 -0.6026 -0.9730 -2.1895
H11 -2.3678 -0.4322 -2.0249
N2 -0.7608 -1.2280 1.4544
O1 -0.9122 -2.4636 0.7219
H12 -0.0518 -2.8888 0.8363
H13 -1.7150 -1.0967 1.7965
H14 -0.2092 -0.3015 0.4289